1.
Density functional theory data (ωB97M-V/def2-TZVPD) for a structure of composition C50H37F5LuN9O2S5 in a non-equilibrium geometry.

Element x y z (Å)
Lu 1.278 0.036 -0.772
C 2.688 -4.807 -0.711
C 2.143 -3.543 -0.468
N 2.095 -2.568 -1.350
C 2.648 -2.800 -2.564
C 3.185 -4.049 -2.916
C 3.189 -5.069 -1.953
C 3.742 -4.269 -4.221
C 3.825 -3.262 -5.107
C 3.379 -1.946 -4.751
C 3.586 -0.854 -5.611
C 3.221 0.397 -5.204
C 2.604 0.533 -3.960
N 2.351 -0.478 -3.155
C 2.768 -1.709 -3.510
H 2.697 -5.547 0.078
H 1.732 -3.337 0.504
H 3.604 -6.039 -2.205
H 4.111 -5.261 -4.463
H 4.251 -3.413 -6.094
H 4.053 -1.019 -6.575
H 3.396 1.271 -5.817
H 2.305 1.515 -3.617
F -2.778 2.682 -6.030
C -2.323 1.757 -5.191
C -1.201 1.994 -4.426
F -0.557 3.154 -4.515
C -0.774 1.011 -3.564
F 0.284 1.289 -2.786
C -1.344 -0.245 -3.445
S -0.631 -1.473 -2.455
C -2.483 -0.434 -4.224
F -3.140 -1.593 -4.168
C -2.970 0.543 -5.069
F -4.074 0.321 -5.783
C 0.396 1.312 2.637
C 1.849 0.983 2.817
C 2.427 1.174 4.091
C 3.768 1.023 4.243
C 4.563 0.701 3.121
C 5.971 0.664 3.220
C 6.713 0.427 2.099
C 6.071 0.163 0.876
C 4.694 0.124 0.748
S 4.009 -0.342 -0.782
C 3.902 0.454 1.887
N 2.535 0.575 1.770
H 0.071 1.999 3.417
H -0.219 0.411 2.693
H 0.239 1.797 1.674
H 1.795 1.475 4.920
H 4.250 1.187 5.203
H 6.437 0.850 4.182
H 7.797 0.433 2.146
H 6.659 -0.041 -0.013
N -6.851 2.316 -0.788
C -5.572 2.827 -0.712
C -4.551 2.303 -1.513
C -3.269 2.813 -1.433
C -2.980 3.844 -0.551
C -3.988 4.390 0.231
C -5.275 3.890 0.150
S -1.351 4.500 -0.392
O -1.146 5.398 -1.505
O -1.290 5.063 0.939
N -0.412 3.182 -0.513
C 0.900 3.352 -0.744
S 1.686 4.905 -1.041
C 3.230 4.129 -1.132
C 3.096 2.808 -0.992
N 1.801 2.328 -0.772
H -7.019 1.475 -1.305
H -7.541 2.592 -0.117
H -4.774 1.496 -2.207
H -2.476 2.396 -2.036
H -3.748 5.202 0.907
H -6.065 4.319 0.759
H 4.140 4.685 -1.309
H 3.906 2.097 -1.021
C -4.091 0.041 1.779
C -2.953 1.062 1.694
C -1.911 0.667 0.749
N -1.066 0.357 0.046
H -4.807 0.368 2.535
H -3.717 -0.945 2.065
H -4.608 -0.043 0.821
H -2.466 1.186 2.662
H -3.322 2.035 1.396
S -1.874 -4.653 4.053
C -1.051 -3.569 2.888
C 0.141 -2.943 3.224
C 0.707 -2.070 2.312
N 0.170 -1.799 1.116
C -0.959 -2.434 0.786
C -1.601 -3.322 1.640
C -2.858 -3.390 4.865
C -2.332 -2.637 5.905
C -3.117 -1.626 6.445
N -4.354 -1.350 6.025
C -4.856 -2.106 5.047
C -4.151 -3.135 4.434
H 0.626 -3.134 4.172
H 1.637 -1.564 2.545
H -1.363 -2.226 -0.201
H -2.521 -3.805 1.333
H -1.336 -2.831 6.283
H -2.735 -1.008 7.253
H -5.870 -1.873 4.732
H -4.597 -3.720 3.639

Computed properties:
ΔE to the lowest compared entry with this formula, charge and spin: 0.0 kcal per mole
HOMO-LUMO gap: 0.2431 hartree
LUMO energy: -0.50 eV
DFT total energy: -171345.407 eV
Highest occupied orbital energy: -0.261 Eh
Largest force on an atom: 1.334 eV/A

2.
Density functional theory data (ωB97M-V/def2-TZVPD) for a structure of composition C50H39CsN14O4S.

Element x y z (Å)
Cs 0.384 -1.874 -0.102
O 2.520 0.339 3.692
C 2.950 -0.578 4.591
C 3.302 -0.155 5.870
C 3.758 -1.073 6.801
C 3.876 -2.417 6.467
C 3.530 -2.835 5.191
C 3.059 -1.936 4.242
C 2.657 -2.356 2.861
O 1.912 -1.538 2.221
N 3.074 -3.533 2.451
N 2.743 -3.746 1.135
C 2.697 -4.966 0.778
C 2.351 -5.337 -0.606
C 2.294 -6.688 -0.951
C 1.898 -7.044 -2.229
C 1.573 -6.045 -3.130
C 1.670 -4.726 -2.703
N 2.050 -4.372 -1.483
H 2.273 -0.246 2.879
H 3.213 0.897 6.111
H 4.023 -0.736 7.796
H 4.231 -3.133 7.198
H 3.612 -3.874 4.898
H 2.873 -5.778 1.488
H 2.538 -7.440 -0.211
H 1.829 -8.088 -2.512
H 1.234 -6.269 -4.132
H 1.412 -3.913 -3.374
N -10.219 -5.305 -3.861
C -9.178 -4.965 -3.507
C -7.877 -4.542 -3.067
C -6.907 -4.191 -4.005
C -5.656 -3.785 -3.575
C -5.354 -3.727 -2.218
C -6.328 -4.080 -1.290
C -7.585 -4.484 -1.705
C -3.999 -3.286 -1.763
C -3.833 -1.908 -1.667
C -4.841 -0.924 -1.966
C -4.240 0.296 -1.822
C -2.887 0.014 -1.444
N -2.642 -1.272 -1.345
C -3.091 -4.329 -1.527
C -3.364 -5.715 -1.768
C -2.221 -6.397 -1.430
C -1.303 -5.400 -0.991
N -1.801 -4.180 -1.044
H -7.141 -4.237 -5.060
H -4.896 -3.504 -4.293
H -6.088 -4.033 -0.236
H -8.344 -4.755 -0.983
H -5.865 -1.120 -2.245
H -4.680 1.272 -1.963
H -2.101 0.739 -1.268
H -4.286 -6.131 -2.147
H -2.045 -7.462 -1.481
H -0.296 -5.570 -0.634
C 2.289 12.303 1.260
O 3.254 11.813 0.362
C 3.204 10.467 0.071
C 2.276 9.582 0.606
C 2.308 8.239 0.249
C 3.260 7.753 -0.644
C 4.185 8.660 -1.169
C 4.161 9.996 -0.821
N 3.377 6.412 -1.070
N 2.502 5.647 -0.559
C 2.514 4.332 -0.899
C 3.439 3.744 -1.786
C 3.417 2.418 -2.102
C 2.445 1.507 -1.550
O 2.415 0.302 -1.833
C 1.465 2.113 -0.614
N 0.541 1.281 -0.094
C -0.360 1.765 0.728
C -0.405 3.118 1.099
C 0.529 3.974 0.581
C 1.509 3.488 -0.309
H 2.479 13.369 1.366
H 2.371 11.825 2.242
H 1.272 12.156 0.882
H 1.520 9.920 1.302
H 1.586 7.551 0.665
H 4.926 8.283 -1.863
H 4.879 10.696 -1.230
H 4.187 4.395 -2.222
H 4.143 1.994 -2.786
H -1.094 1.066 1.123
H -1.168 3.463 1.784
H 0.534 5.025 0.835
N -0.415 0.206 3.958
C -0.952 1.216 4.654
N -0.332 2.417 4.530
N -2.033 1.166 5.400
C -2.615 -0.016 5.539
N -3.162 -1.024 5.706
H 0.548 0.289 3.661
H -0.755 -0.734 4.049
H 0.601 2.442 4.150
H -0.578 3.106 5.217
S 0.921 -1.844 -5.655
C -0.647 -2.436 -5.281
C -0.947 -2.153 -3.987
N 0.034 -1.488 -3.296
C 1.067 -1.259 -4.037
H -1.252 -2.949 -6.010
H -1.857 -2.412 -3.467
H 1.947 -0.743 -3.672

Computed properties:
ΔE to the lowest compared entry with this formula, charge and spin: 0.0 kcal per mole
HOMO-LUMO gap: 0.2137 hartree
LUMO energy: 3.37 eV
Net charge: -2
DFT total energy: -92919.907 eV
Highest occupied orbital energy: -0.090 Eh
Largest force on an atom: 0.721 eV/A

3.
Density functional theory data (ωB97M-V/def2-TZVPD) for a structure of composition C50H39N5OP2SSn.

Element x y z (Å)
Sn 0.001 -0.950 1.642
N 3.436 -4.232 2.153
C 2.292 -3.579 2.102
N 2.230 -2.264 1.929
C 3.372 -1.598 1.816
N 3.341 -0.179 1.778
N 2.200 0.318 1.808
C 2.220 1.704 1.984
C 1.111 2.354 2.394
C 1.154 3.812 2.744
C -0.010 4.350 3.605
C -1.325 3.581 3.366
C -1.137 2.148 2.983
N -0.072 1.611 2.526
C 4.638 -2.206 1.820
C 5.867 -1.516 1.680
C 7.033 -2.227 1.710
C 7.023 -3.629 1.889
C 5.848 -4.332 2.033
C 4.656 -3.615 1.998
H 3.407 -5.240 2.279
H 1.384 -4.152 2.231
H 3.188 2.180 1.899
H 2.123 4.069 3.167
H 0.203 4.508 4.658
H -1.958 3.618 4.255
H -2.009 1.499 3.066
H 5.865 -0.444 1.554
H 7.982 -1.719 1.603
H 7.965 -4.161 1.920
H 5.850 -5.404 2.179
O 0.026 0.233 -0.168
S -1.147 0.346 -1.196
C -0.771 1.852 -2.069
C 0.254 1.889 -3.010
C 0.526 3.073 -3.673
C -0.211 4.216 -3.384
C -1.194 4.183 -2.407
C -1.502 3.001 -1.728
P -2.578 2.973 -0.241
C -4.075 3.949 -0.545
C -5.071 3.854 0.433
C -6.263 4.545 0.293
C -6.493 5.302 -0.848
C -5.535 5.355 -1.851
C -4.329 4.687 -1.704
C -1.482 4.039 0.809
C -2.057 4.358 2.235
C -1.480 5.669 2.177
C -0.135 5.629 2.717
C 0.729 4.840 1.645
C -0.166 4.217 0.625
C -0.844 -0.874 -2.474
C -1.319 -0.563 -3.743
C -1.134 -1.449 -4.794
C -0.446 -2.633 -4.579
C -0.032 -2.964 -3.297
C -0.263 -2.121 -2.208
P -0.116 -2.847 -0.536
C -1.654 -3.779 -0.347
C -2.465 -3.534 0.761
C -3.668 -4.210 0.919
C -4.066 -5.136 -0.032
C -3.264 -5.388 -1.142
C -2.068 -4.713 -1.302
C 1.236 -4.047 -0.715
C 1.109 -5.369 -0.292
C 2.186 -6.244 -0.407
C 3.386 -5.807 -0.954
C 3.517 -4.487 -1.380
C 2.453 -3.609 -1.251
H 0.823 1.000 -3.246
H 1.309 3.103 -4.419
H -0.002 5.140 -3.906
H -1.711 5.097 -2.146
H -4.942 3.200 1.291
H -7.024 4.469 1.057
H -7.431 5.826 -0.967
H -5.730 5.915 -2.756
H -3.615 4.726 -2.512
H -3.143 4.294 2.206
H -1.974 6.528 1.732
H 0.307 6.567 3.036
H 1.518 5.447 1.208
H 0.318 3.791 -0.246
H -1.816 0.379 -3.931
H -1.506 -1.198 -5.778
H -0.255 -3.312 -5.399
H 0.458 -3.916 -3.140
H -2.170 -2.824 1.525
H -4.288 -4.019 1.784
H -5.001 -5.666 0.088
H -3.579 -6.112 -1.881
H -1.459 -4.918 -2.174
H 0.170 -5.730 0.109
H 2.070 -7.276 -0.102
H 4.206 -6.502 -1.083
H 4.440 -4.154 -1.840
H 2.553 -2.593 -1.621

Computed properties:
ΔE to the lowest compared entry with this formula, charge and spin: 5.6 kcal per mole
HOMO-LUMO gap: 0.1904 hartree
LUMO energy: -12.13 eV
Net charge: +4
DFT total energy: -97186.163 eV
Highest occupied orbital energy: -0.636 Eh
Largest force on an atom: 0.197 eV/A

4.
Density functional theory data (ωB97M-V/def2-TZVPD) for a structure of composition C50H39N6O8RbS5 in a non-equilibrium geometry.

Element x y z (Å)
Rb -2.783 2.491 -0.243
N -1.375 0.053 -1.154
S -0.499 -0.771 -0.347
N 1.106 -0.733 -0.401
S 2.258 -0.276 0.580
N 2.476 1.012 1.215
S 0.836 3.004 -0.025
N -0.148 2.070 0.426
C 1.925 2.635 -1.400
C 3.277 2.908 -1.429
C 3.989 2.611 -2.584
C 3.345 2.042 -3.673
C 1.990 1.740 -3.608
C 1.267 2.030 -2.463
C 1.725 4.048 1.118
C 2.458 5.153 0.720
C 3.073 5.924 1.696
C 2.934 5.592 3.037
C 2.175 4.492 3.414
C 1.566 3.707 2.448
C 2.330 -1.617 1.826
C 2.145 -1.227 3.141
C 2.156 -2.180 4.149
C 2.366 -3.518 3.843
C 2.567 -3.903 2.523
C 2.547 -2.951 1.513
C 3.659 -0.813 -0.470
C 4.912 -0.763 0.130
C 6.048 -1.044 -0.611
C 5.936 -1.357 -1.962
C 4.687 -1.389 -2.559
C 3.543 -1.121 -1.814
C -0.852 -0.982 1.439
C -1.419 0.012 2.228
C -1.677 -0.249 3.569
C -1.393 -1.487 4.129
C -0.845 -2.482 3.335
C -0.573 -2.224 2.000
C -0.727 -2.505 -0.904
C -2.047 -2.905 -1.075
C -2.331 -4.142 -1.629
C -1.297 -4.974 -2.044
C 0.018 -4.563 -1.893
C 0.304 -3.331 -1.316
H 3.773 3.305 -0.553
H 5.053 2.810 -2.623
H 3.910 1.806 -4.567
H 1.490 1.266 -4.446
H 0.214 1.781 -2.376
H 2.502 5.434 -0.324
H 3.641 6.799 1.406
H 3.410 6.203 3.794
H 2.053 4.248 4.462
H 0.969 2.838 2.690
H 1.997 -0.171 3.335
H 1.993 -1.879 5.177
H 2.370 -4.262 4.631
H 2.734 -4.946 2.280
H 2.697 -3.247 0.483
H 4.982 -0.483 1.175
H 7.024 -1.008 -0.140
H 6.825 -1.569 -2.545
H 4.594 -1.614 -3.616
H 2.560 -1.135 -2.264
H -1.727 0.982 1.868
H -2.137 0.526 4.170
H -1.617 -1.679 5.172
H -0.635 -3.463 3.743
H -0.147 -3.010 1.392
H -2.843 -2.234 -0.781
H -3.361 -4.456 -1.736
H -1.519 -5.939 -2.485
H 0.830 -5.201 -2.224
H 1.324 -2.992 -1.202
O -0.601 6.535 -0.643
S -1.070 5.175 -0.525
O 0.222 4.291 -1.000
O -2.099 4.799 -1.485
O -1.368 4.723 0.821
O -5.772 2.022 2.224
C -5.339 0.996 1.670
O -4.894 0.849 0.511
C -5.317 -0.275 2.552
C -6.005 -0.287 3.759
C -5.958 -1.386 4.607
C -5.206 -2.495 4.264
C -4.535 -2.475 3.049
C -4.580 -1.394 2.183
N -3.761 -3.664 2.680
O -3.345 -3.753 1.542
O -3.573 -4.517 3.537
H -6.554 0.609 4.020
H -6.500 -1.376 5.546
H -5.130 -3.361 4.904
H -4.045 -1.390 1.244
S -2.425 3.150 -5.986
C -2.549 3.191 -4.239
N -2.428 2.070 -3.637
C -2.208 1.040 -4.542
C -2.007 -0.298 -4.194
C -1.792 -1.211 -5.207
C -1.775 -0.814 -6.550
C -1.967 0.507 -6.907
C -2.180 1.434 -5.890
H -2.686 4.129 -3.713
H -1.988 -0.557 -3.141
H -1.625 -2.252 -4.953
H -1.603 -1.553 -7.324
H -1.948 0.811 -7.946

Computed properties:
ΔE to the lowest compared entry with this formula, charge and spin: 0.0 kcal per mole
HOMO-LUMO gap: 0.2478 hartree
LUMO energy: 3.75 eV
Net charge: -2
DFT total energy: -132628.772 eV
Highest occupied orbital energy: -0.110 Eh
Largest force on an atom: 1.273 eV/A

> Look up the HOMO-LUMO gap of the third one.

0.1904 hartree